1.
Formula: C5H24N2O7
Source: OMol25
Level of theory: the ωB97M-V functional and the def2-TZVPD basis

CARTESIAN COORDINATES (ANGSTROEM)
C  -1.860  1.790  -0.600
O  -2.667  2.962  -0.644
C  -0.418  2.031  -0.155
C  0.368  0.713  -0.171
C  1.855  1.137  -0.308
C  2.200  1.262  -2.599
N  2.399  0.574  -1.559
N  -0.320  2.569  1.195
H  -1.843  1.447  -1.650
H  -2.366  0.966  -0.086
H  -2.070  3.709  -0.762
H  -0.105  2.737  -0.921
H  -0.005  0.103  -0.986
H  0.254  0.103  0.722
H  1.981  2.216  -0.241
H  2.409  0.674  0.503
H  1.793  2.276  -2.662
H  2.447  0.808  -3.561
H  -1.074  3.212  1.399
H  -0.355  1.778  1.821
H  -2.224  -2.685  -1.077
H  -1.993  -2.804  0.441
O  -1.854  -3.274  -0.400
H  0.334  -0.450  4.099
H  0.917  -1.413  3.113
O  0.229  -1.366  3.815
H  2.816  -1.296  1.532
H  1.756  -2.352  1.220
O  1.869  -1.468  1.603
H  1.181  -3.346  -0.983
H  2.048  -2.060  -1.221
O  2.017  -2.915  -0.765
H  -1.231  -1.372  2.079
H  -2.609  -1.655  2.587
O  -2.129  -1.546  1.757
H  -0.593  -1.262  -2.595
H  -1.671  -0.518  -1.696
O  -1.489  -1.285  -2.246

Output
energy above the lowest of the compared OMol25 structures with the same formula, charge and spin = 62.3 kcal per mole
SMILES = C=NCC[C@H](N)CO.O.O.O.O.O.O
frontier orbital gap = 10.16 eV
charge = 0
maximum force = 2.37 eV Å⁻¹
energy = -841.04837 Eh
M = 224.254 u

---

2.
Formula: C40H54ClI2N5O13S4
Source: OMol25
Level of theory: the ωB97M-V functional and the def2-TZVPD basis

CARTESIAN COORDINATES (ANGSTROEM)
C  7.270  1.807  -2.067
C  6.159  0.922  -1.471
C  5.317  1.641  -0.418
I  6.604  2.193  1.212
C  4.169  0.799  0.089
C  4.416  -0.533  0.389
C  3.426  -1.398  0.815
C  3.774  -2.842  1.111
C  3.931  -3.648  -0.160
C  5.161  -3.402  -1.000
N  3.011  -4.466  -0.462
C  2.121  -0.898  0.930
C  1.832  0.438  0.646
C  2.872  1.295  0.246
N  2.559  2.662  -0.072
C  2.394  2.870  -1.511
C  3.267  3.678  0.594
C  3.383  3.555  2.092
O  3.691  4.652  0.000
N  0.468  0.907  0.691
C  0.020  1.476  1.935
C  0.229  2.831  2.175
C  -0.240  3.390  3.359
N  -0.885  2.707  4.301
C  -1.103  1.415  4.052
C  -0.691  0.761  2.898
C  -0.497  0.005  0.120
C  -0.447  -1.352  0.379
C  -1.391  -2.219  -0.149
C  -2.423  -1.723  -0.923
C  -3.447  -2.687  -1.498
N  -3.441  -3.984  -0.815
C  -4.413  -4.021  0.292
C  -2.500  -0.352  -1.187
C  -3.664  0.161  -2.004
C  -4.990  0.264  -1.197
C  -5.520  1.687  -1.047
Cl  -4.988  2.460  0.480
C  -1.523  0.515  -0.688
C  -1.585  1.991  -0.988
C  -1.174  2.361  -2.417
C  -0.891  3.855  -2.538
I  -2.725  4.926  -2.866
S  0.828  -2.000  1.401
H  7.346  1.664  -3.143
H  7.070  2.863  -1.878
H  8.236  1.585  -1.617
H  6.625  0.032  -1.050
H  5.495  0.604  -2.279
H  4.916  2.538  -0.883
H  5.423  -0.921  0.292
H  4.718  -2.838  1.663
H  3.030  -3.320  1.740
H  4.989  -2.542  -1.651
H  6.045  -3.204  -0.396
H  5.349  -4.273  -1.627
H  3.231  -4.934  -1.342
H  3.159  2.356  -2.100
H  2.398  3.930  -1.738
H  1.434  2.445  -1.805
H  3.458  2.523  2.428
H  4.276  4.097  2.387
H  2.522  4.032  2.557
H  0.729  3.439  1.435
H  -0.092  4.449  3.538
H  -1.640  0.856  4.810
H  -0.927  -0.285  2.758
H  -1.334  -3.278  0.059
H  -3.179  -2.861  -2.544
H  -4.441  -2.231  -1.468
H  -3.752  -4.650  -1.511
H  -5.421  -4.256  -0.061
H  -4.438  -3.038  0.766
H  -4.098  -4.733  1.050
H  -3.459  1.146  -2.409
H  -3.828  -0.510  -2.848
H  -4.863  -0.171  -0.206
H  -5.771  -0.305  -1.706
H  -6.607  1.703  -1.025
H  -5.191  2.331  -1.861
H  -0.936  2.534  -0.304
H  -2.603  2.342  -0.809
H  -0.304  1.791  -2.747
H  -1.972  2.132  -3.123
H  -0.469  4.275  -1.630
H  -0.266  4.104  -3.390
C  -8.790  -6.174  1.178
C  -8.766  -6.874  2.522
O  -7.485  -7.519  2.544
S  -6.405  -6.626  1.778
O  -5.689  -5.839  2.714
O  -5.737  -7.448  0.837
O  -7.452  -5.681  1.019
H  -9.007  -6.869  0.365
H  -9.482  -5.338  1.145
H  -9.543  -7.625  2.625
H  -8.820  -6.166  3.351
C  -5.689  7.081  -1.126
C  -6.073  5.958  -0.184
O  -7.157  6.515  0.578
S  -8.016  7.504  -0.332
O  -9.145  6.823  -0.858
O  -8.164  8.731  0.361
O  -6.943  7.665  -1.506
H  -5.083  7.838  -0.626
H  -5.172  6.725  -2.011
H  -5.272  5.667  0.488
H  -6.434  5.080  -0.721
C  9.406  -4.350  1.009
C  10.700  -4.003  0.302
O  10.321  -2.957  -0.606
S  9.175  -2.059  0.045
O  9.738  -0.904  0.640
O  8.111  -1.953  -0.890
O  8.766  -3.079  1.204
H  8.762  -4.977  0.390
H  9.561  -4.821  1.976
H  11.112  -4.832  -0.266
H  11.451  -3.615  0.993

Output
SMILES = [H]/N=C(\C)Cc1cc([C@@H](I)CC)c(N(C)C(C)=O)c2c1Sc1cc(CNC)c(CCCCl)c(CCCI)c1N2c1ccncc1.O=S1(=O)OCCO1.O=S1(=O)OCCO1.O=S1(=O)OCCO1
frontier orbital gap = 8.11 eV
charge = 0
maximum force = 1.05 eV Å⁻¹
energy = -5456.79982 Eh
M = 1230.423 u

---

3.
Formula: C38H37As2N6O4PbS2
Source: OMol25
Level of theory: the ωB97M-V functional and the def2-TZVPD basis

CARTESIAN COORDINATES (ANGSTROEM)
Pb  0.382  -0.719  -0.099
O  -1.753  2.418  -2.916
C  -1.278  1.433  -2.406
N  -0.236  1.454  -1.461
C  0.033  2.485  -0.737
C  -0.776  3.681  -0.576
C  -0.278  4.738  0.081
C  1.041  4.723  0.690
C  1.823  3.636  0.666
C  1.376  2.438  -0.029
N  2.027  1.339  -0.135
C  3.377  1.209  0.233
O  4.205  2.053  -0.004
C  3.754  -0.115  0.836
C  5.084  -0.333  1.160
C  5.438  -1.560  1.698
C  4.454  -2.513  1.894
C  3.149  -2.204  1.542
N  2.801  -1.030  1.025
C  -1.668  0.058  -2.880
C  -2.450  -0.029  -4.021
C  -2.819  -1.284  -4.478
C  -2.400  -2.397  -3.772
C  -1.620  -2.214  -2.638
N  -1.253  -1.013  -2.200
H  -1.764  3.702  -1.008
H  -0.880  5.631  0.184
H  1.380  5.616  1.200
H  2.792  3.625  1.141
H  5.806  0.449  0.975
H  6.468  -1.769  1.956
H  4.687  -3.486  2.304
H  2.354  -2.931  1.668
H  -2.748  0.879  -4.525
H  -3.420  -1.389  -5.372
H  -2.655  -3.398  -4.091
H  -1.266  -3.067  -2.072
C  -4.477  -0.731  1.642
As  -3.262  0.320  0.518
C  -4.414  0.406  -1.066
C  -3.615  2.085  1.289
C  -4.821  2.738  1.047
C  -5.076  3.993  1.578
C  -4.121  4.604  2.375
C  -2.921  3.959  2.634
C  -2.652  2.700  2.098
As  -0.897  1.872  2.380
C  -0.184  3.033  3.782
C  -1.362  0.378  3.563
H  -5.459  -0.260  1.668
H  -4.085  -0.801  2.655
H  -4.566  -1.735  1.227
H  -5.465  0.468  -0.790
H  -4.261  -0.499  -1.655
H  -4.149  1.269  -1.676
H  -5.578  2.268  0.431
H  -6.017  4.487  1.373
H  -4.309  5.583  2.798
H  -2.193  4.453  3.263
H  0.063  4.019  3.393
H  0.735  2.570  4.143
H  -0.884  3.128  4.611
H  -2.136  0.675  4.269
H  -0.463  0.092  4.110
H  -1.700  -0.477  2.981
O  2.529  -5.098  -3.339
C  2.995  -3.967  -3.894
C  3.780  -4.101  -5.040
C  4.301  -2.990  -5.666
C  4.053  -1.711  -5.169
C  3.279  -1.571  -4.038
C  2.736  -2.682  -3.381
C  1.913  -2.444  -2.178
O  1.754  -1.231  -1.792
N  1.388  -3.502  -1.580
N  0.633  -3.165  -0.478
C  -0.001  -4.120  0.086
S  -0.940  -3.825  1.542
C  -1.902  -5.354  1.378
C  -0.956  -6.429  0.877
S  -0.010  -5.760  -0.521
H  2.014  -4.846  -2.540
H  3.966  -5.099  -5.413
H  4.908  -3.116  -6.553
H  4.463  -0.841  -5.662
H  3.069  -0.592  -3.630
H  -2.723  -5.190  0.681
H  -2.304  -5.596  2.360
H  -1.503  -7.299  0.517
H  -0.266  -6.741  1.659

Output
energy above the lowest of the compared OMol25 structures with the same formula, charge and spin = 0.0 kcal per mole
frontier orbital gap = 5.15 eV
charge = +1
maximum force = 0.11 eV Å⁻¹
energy = -7560.35955 Eh
M = 1062.930 u

---

4.
Formula: C27H33CrN3O10SSi
Source: OMol25
Level of theory: the ωB97M-V functional and the def2-TZVPD basis

CARTESIAN COORDINATES (ANGSTROEM)
Cr  1.372  0.405  1.217
O  2.142  -5.311  3.859
C  2.050  -4.226  3.335
C  2.035  -4.028  1.863
O  2.187  -4.929  1.048
C  1.841  -2.569  1.744
C  1.648  -1.875  2.983
O  1.299  -0.674  3.109
C  1.995  -2.850  4.063
O  2.183  -2.625  5.249
O  1.816  -1.970  0.606
C  2.542  4.118  0.249
Si  3.688  2.668  -0.188
C  3.484  2.488  -2.089
C  5.442  3.290  0.232
C  3.407  1.015  0.780
H  2.982  5.087  -0.126
H  2.382  4.236  1.357
H  1.515  3.942  -0.201
H  3.547  3.464  -2.598
H  2.515  2.023  -2.297
H  4.300  1.893  -2.544
H  5.694  4.170  -0.401
H  6.242  2.499  0.099
H  5.485  3.631  1.320
H  3.850  1.097  1.778
H  3.866  0.168  0.217
C  1.886  -4.173  -2.606
C  1.011  -2.935  -2.695
N  0.192  -2.714  -1.506
C  -1.135  -2.706  -1.389
S  -1.922  -2.159  0.004
N  -1.859  -3.091  -2.539
C  -1.973  -4.588  -2.753
C  -2.780  -4.896  -4.001
H  2.670  -4.126  -3.399
H  1.283  -5.087  -2.782
H  2.396  -4.238  -1.606
H  0.370  -2.943  -3.592
H  1.663  -2.054  -2.810
H  0.734  -2.594  -0.627
H  -2.798  -2.732  -2.353
H  -2.435  -5.061  -1.856
H  -0.950  -4.962  -2.841
H  -3.842  -4.585  -3.884
H  -2.779  -5.966  -4.250
H  -2.364  -4.376  -4.864
O  0.612  3.850  3.421
C  0.057  2.876  2.891
O  0.734  1.967  2.201
C  -1.459  2.727  2.984
C  -2.242  3.855  3.327
C  -3.628  3.769  3.296
C  -4.158  2.580  2.778
O  -5.454  2.411  2.363
C  -5.527  1.073  1.819
O  -4.183  0.507  1.959
C  -3.409  1.468  2.532
C  -2.036  1.524  2.685
H  -1.701  4.760  3.600
H  -4.284  4.557  3.650
H  -5.772  1.154  0.770
H  -6.249  0.468  2.366
H  -1.470  0.604  2.575
O  0.777  0.707  -0.679
N  -0.378  1.225  -1.084
C  -0.944  2.239  -0.365
C  -2.181  2.737  -0.742
C  -2.839  2.286  -1.905
C  -2.181  1.263  -2.612
C  -0.966  0.735  -2.185
H  -0.421  2.573  0.539
H  -2.626  3.497  -0.089
H  -3.817  2.677  -2.197
H  -2.648  0.826  -3.483
H  -0.477  -0.067  -2.728

Output
frontier orbital gap (alpha / beta) = 4.99 / 3.87 eV
charge = -2
multiplicity = 3
maximum force = 3.32 eV Å⁻¹
energy = -3697.47328 Eh
M = 671.721 u